Below is C53H48BF4KN7OP2 as an isolated structure at a distorted geometry, with properties calculated with wB97M-V/def2-TZVPD.

The lowest unoccupied orbital energy is 1.444 eV. The value obtained for the maximum force is 1.83 eV Å⁻¹. The value obtained for the frontier orbital gap is 5.82 eV. For the HOMO energy, the calculation gives -4.4 eV. The charge is -1. The calculation puts the relative energy (zero: lowest compared OMol25 entry of this formula, charge and spin) at 0.0 kJ/mol.

XYZ file:
```
117
C53H48BF4KN7OP2 (wB97M-V/def2-TZVPD)
K 0.934 -1.490 1.466
C -3.895 -1.502 2.595
C -3.087 -0.918 1.614
N -2.213 0.016 1.913
C -2.074 0.311 3.230
C -2.873 -0.302 4.195
N -3.803 -1.202 3.881
C -1.023 1.321 3.572
C -1.106 2.132 4.676
C -0.016 2.971 4.929
C 1.046 2.999 4.033
C 0.990 2.184 2.897
N -0.012 1.351 2.684
C 2.086 2.149 1.866
C 3.024 3.204 1.777
N 4.020 3.205 0.888
C 4.106 2.131 0.104
C 3.202 1.053 0.235
N 2.185 1.071 1.084
C 0.053 3.923 6.059
C 1.217 4.112 6.755
C 1.215 4.971 7.835
N 0.150 5.666 8.247
C -0.975 5.436 7.554
C -1.090 4.611 6.468
H -4.560 -2.301 2.304
H -3.149 -1.231 0.580
H -2.778 -0.107 5.240
H -1.999 2.093 5.302
H 1.868 3.639 4.195
H 2.913 4.102 2.377
H 4.851 2.124 -0.655
H 3.393 0.110 -0.278
H 2.057 3.467 6.456
H 2.104 5.108 8.381
H -1.794 6.089 7.852
H -2.047 4.568 5.931
C -0.377 -1.439 -3.049
N 0.617 -0.377 -3.036
C 0.511 0.625 -1.969
P -1.174 1.521 -1.844
C -0.593 2.940 -0.821
C 0.603 3.631 -1.082
C 1.014 4.662 -0.310
C 0.317 5.004 0.841
C -0.817 4.257 1.186
C -1.271 3.253 0.326
C -1.215 2.302 -3.505
C -2.413 2.199 -4.184
C -2.550 2.727 -5.464
C -1.434 3.322 -6.050
C -0.226 3.414 -5.371
C -0.112 2.884 -4.113
C 1.126 0.091 -4.263
C 0.352 0.054 -5.435
C 0.820 0.588 -6.608
C 2.105 1.111 -6.648
C 2.909 1.142 -5.547
C 2.421 0.653 -4.333
P -0.221 -2.488 -1.534
C 0.958 -3.798 -2.112
C 0.922 -5.014 -1.422
C 1.725 -6.070 -1.813
C 2.515 -5.956 -2.964
C 2.601 -4.731 -3.584
C 1.821 -3.647 -3.180
C -1.830 -3.345 -1.707
C -2.445 -3.829 -0.562
C -3.680 -4.471 -0.691
C -4.279 -4.677 -1.936
C -3.666 -4.208 -3.085
C -2.447 -3.556 -2.962
H -0.179 -2.104 -3.923
H -1.444 -1.056 -3.106
H 1.355 1.289 -2.042
H 0.546 0.141 -0.984
H 1.212 3.377 -1.922
H 1.897 5.229 -0.540
H 0.609 5.820 1.448
H -1.367 4.412 2.128
H -2.177 2.685 0.562
H -3.230 1.716 -3.664
H -3.509 2.604 -5.982
H -1.565 3.741 -7.038
H 0.613 3.852 -5.925
H 0.847 2.912 -3.594
H -0.681 -0.324 -5.380
H 0.178 0.655 -7.490
H 2.489 1.581 -7.554
H 3.912 1.530 -5.578
H 2.955 0.622 -3.381
H 0.328 -5.081 -0.501
H 1.665 -7.005 -1.274
H 3.081 -6.802 -3.308
H 3.242 -4.615 -4.442
H 1.905 -2.737 -3.769
H -1.989 -3.686 0.413
H -4.179 -4.808 0.209
H -5.237 -5.175 -1.993
H -4.085 -4.277 -4.103
H -1.919 -3.219 -3.837
C -0.026 -4.397 4.247
C -0.932 -4.333 2.962
C -2.392 -4.440 3.432
O -0.675 -3.115 2.400
H 0.118 -5.394 4.682
H -0.515 -3.758 4.980
H 0.905 -3.916 3.988
H -0.720 -5.201 2.282
H -2.621 -3.513 3.953
H -2.498 -5.234 4.161
H -3.032 -4.671 2.569
F 3.334 -1.895 0.512
B 4.347 -1.828 1.539
F 5.002 -3.107 1.566
F 5.317 -0.859 1.170
F 3.609 -1.452 2.711
```

Here are the Löwdin charges for atoms 1 to 99, given in e:
1. K 0.6705
2. C -0.1256
3. C -0.1068
4. N 0.1457
5. C -0.1815
6. C -0.0757
7. N 0.0865
8. C -0.1952
9. C 0.0439
10. C -0.1436
11. C 0.0425
12. C -0.1952
13. N 0.1794
14. C -0.1763
15. C -0.0880
16. N 0.0841
17. C -0.0845
18. C -0.1043
19. N 0.1191
20. C -0.1842
21. C -0.0186
22. C -0.1346
23. N 0.0624
24. C -0.1567
25. C -0.0174
26. H 0.1025
27. H 0.1013
28. H 0.1035
29. H 0.1238
30. H 0.0973
31. H 0.1060
32. H 0.0981
33. H 0.1071
34. H 0.1304
35. H 0.0903
36. H 0.1041
37. H 0.1225
38. C -0.3786
39. N -0.1803
40. C -0.3127
41. P 1.1108
42. C -0.3579
43. C -0.1037
44. C -0.1013
45. C -0.0842
46. C -0.0809
47. C -0.1216
48. C -0.3835
49. C -0.1265
50. C -0.0837
51. C -0.0969
52. C -0.0898
53. C -0.1063
54. C -0.2644
55. C -0.0436
56. C -0.0992
57. C -0.1285
58. C -0.0917
59. C -0.0181
60. P 1.0965
61. C -0.3416
62. C -0.0871
63. C -0.0754
64. C -0.0935
65. C -0.0927
66. C -0.0851
67. C -0.3637
68. C -0.0998
69. C -0.0757
70. C -0.0982
71. C -0.0952
72. C -0.0915
73. H 0.0867
74. H 0.0924
75. H 0.0545
76. H 0.0346
77. H 0.0738
78. H 0.1072
79. H 0.0917
80. H 0.1091
81. H 0.0939
82. H 0.0870
83. H 0.1036
84. H 0.0968
85. H 0.1143
86. H 0.0882
87. H 0.1194
88. H 0.1107
89. H 0.1011
90. H 0.0991
91. H 0.1150
92. H 0.1107
93. H 0.1004
94. H 0.0931
95. H 0.0962
96. H 0.0952
97. H 0.0754
98. H 0.0936
99. H 0.0944

---

Below is C53H49Ge2N7O2P2Pt as an isolated structure at a distorted geometry, with properties calculated with wB97M-V/def2-TZVPD.

The lowest unoccupied orbital energy (spin up / spin down) is -9.285 / -9.416 eV. The value obtained for the maximum force is 1.49 eV Å⁻¹. The value obtained for the frontier orbital gap (spin up / spin down) is 5.12 / 6.36 eV. For the HOMO energy (spin up / spin down), the calculation gives -14.4 / -15.8 eV. As for the multiplicity: 2. The charge is +3. The calculation puts the relative energy (zero: lowest compared OMol25 entry of this formula, charge and spin) at 341.9 kJ/mol.

XYZ file:
```
116
C53H49Ge2N7O2P2Pt (wB97M-V/def2-TZVPD)
Pt 0.436 0.505 0.479
N 2.456 -1.035 -0.918
P 2.492 0.592 -0.556
C 4.088 0.795 0.218
C 4.773 2.009 0.110
C 6.032 2.136 0.662
C 6.605 1.065 1.340
C 5.919 -0.132 1.472
C 4.649 -0.267 0.929
C 2.506 1.464 -2.131
C 2.618 0.691 -3.289
C 2.693 1.306 -4.532
C 2.650 2.688 -4.633
C 2.547 3.463 -3.484
C 2.476 2.859 -2.242
P 0.977 -1.551 -0.361
C 1.401 -3.103 0.425
C 2.059 -4.070 -0.341
C 2.462 -5.255 0.256
C 2.223 -5.474 1.608
C 1.593 -4.503 2.375
C 1.184 -3.318 1.782
C 0.014 -1.876 -1.930
C -0.487 -3.239 -2.338
C -0.764 -3.323 -3.819
C -0.977 -2.258 -4.576
C -0.905 -0.863 -4.035
C -0.270 -0.810 -2.681
H 3.281 -1.611 -1.024
H 4.343 2.844 -0.426
H 6.571 3.068 0.564
H 7.593 1.169 1.771
H 6.368 -0.962 2.001
H 4.113 -1.197 1.077
H 2.654 -0.387 -3.231
H 2.795 0.699 -5.422
H 2.706 3.162 -5.604
H 2.533 4.542 -3.557
H 2.413 3.492 -1.369
H 2.265 -3.910 -1.395
H 2.967 -6.008 -0.335
H 2.543 -6.401 2.067
H 1.430 -4.667 3.432
H 0.708 -2.551 2.382
H 0.204 -4.033 -2.062
H -0.842 -4.315 -4.249
H -1.223 -2.376 -5.626
H -0.278 -0.256 -4.699
H -0.001 0.185 -2.335
N 0.480 1.050 5.072
C 1.022 0.367 4.059
N 0.362 0.653 2.954
C -0.576 1.525 3.369
N -0.553 1.802 4.651
C -1.561 2.071 2.432
C -2.488 3.010 2.849
N -3.383 3.546 2.019
C -3.341 3.124 0.766
C -2.433 2.166 0.331
N -1.540 1.634 1.156
H 0.754 1.070 6.043
H 1.876 -0.285 4.161
H -2.498 3.336 3.882
H -4.033 3.577 0.064
H -2.409 1.841 -0.695
O -0.661 3.426 -1.153
C 0.207 3.569 -0.326
N 0.873 2.522 0.350
C 1.825 3.074 1.221
O 2.557 2.419 1.927
C 1.772 4.551 1.086
C 2.523 5.533 1.698
C 2.263 6.848 1.316
C 1.295 7.147 0.357
C 0.543 6.143 -0.251
C 0.804 4.847 0.145
H 3.273 5.296 2.441
H 2.824 7.656 1.768
H 1.126 8.179 0.081
H -0.208 6.370 -0.997
C -4.921 -2.222 -1.281
Ge -3.838 -0.682 -1.013
C -4.731 0.907 -1.569
C -2.289 -0.200 -3.995
Ge -1.837 -1.152 0.285
C -1.791 -3.018 -0.136
C -1.831 -3.512 -1.553
C -2.181 -4.958 -1.676
C -2.194 -5.802 -0.622
C -1.987 -5.300 0.686
C -1.839 -3.924 0.902
C -2.582 -0.942 2.052
C -1.976 -1.423 3.213
C -2.611 -1.303 4.439
C -3.852 -0.681 4.531
C -4.462 -0.176 3.393
C -3.819 -0.301 2.168
H -5.217 -2.240 -2.333
H -5.822 -2.060 -0.680
H -4.456 -3.161 -0.997
H -5.678 0.623 -2.028
H -4.134 1.468 -2.288
H -4.927 1.550 -0.710
H -2.758 -0.175 -4.979
H -2.955 -0.800 -3.345
H -2.234 0.823 -3.616
H -2.558 -2.936 -2.147
H -2.384 -5.332 -2.673
H -2.395 -6.855 -0.768
H -2.002 -5.972 1.534
H -1.812 -3.587 1.928
H -1.000 -1.886 3.169
H -2.142 -1.699 5.331
H -4.340 -0.586 5.492
H -5.422 0.317 3.460
H -4.310 0.147 1.299
```

Here are the Löwdin charges for atoms 1 to 99, given in e:
1. Pt 0.8692
2. N -0.3174
3. P 0.8956
4. C -0.3227
5. C -0.0652
6. C -0.0300
7. C -0.0277
8. C -0.0458
9. C -0.0764
10. C -0.3110
11. C -0.0907
12. C -0.0512
13. C -0.0343
14. C -0.0295
15. C -0.0823
16. P 0.7605
17. C -0.3472
18. C -0.0843
19. C -0.0334
20. C -0.0310
21. C -0.0443
22. C -0.1020
23. C -0.3079
24. C -0.2323
25. C -0.0278
26. C -0.0293
27. C -0.3177
28. C -0.0997
29. H 0.1026
30. H 0.1053
31. H 0.1237
32. H 0.1244
33. H 0.1190
34. H 0.0984
35. H 0.0983
36. H 0.1195
37. H 0.1230
38. H 0.1237
39. H 0.0879
40. H 0.1171
41. H 0.1247
42. H 0.1252
43. H 0.1207
44. H 0.0761
45. H 0.1264
46. H 0.1252
47. H 0.1310
48. H 0.1536
49. H 0.0867
50. N 0.0747
51. C -0.1132
52. N 0.0560
53. C -0.3438
54. N 0.1742
55. C -0.1829
56. C -0.0207
57. N 0.1501
58. C -0.0837
59. C -0.1850
60. N -0.0066
61. H 0.1779
62. H 0.1449
63. H 0.1352
64. H 0.1299
65. H 0.0756
66. O 0.0908
67. C -0.4397
68. N -0.0824
69. C -0.4656
70. O 0.0669
71. C -0.1044
72. C 0.0274
73. C -0.0248
74. C -0.0249
75. C 0.0267
76. C -0.1120
77. H 0.1307
78. H 0.1217
79. H 0.1216
80. H 0.1304
81. C -0.1993
82. Ge 1.0189
83. C -0.2155
84. C -0.0282
85. Ge 0.8794
86. C -0.3303
87. C -0.2906
88. C -0.0007
89. C -0.0371
90. C 0.0027
91. C -0.0933
92. C -0.3700
93. C -0.1294
94. C -0.0413
95. C -0.0315
96. C -0.0383
97. C -0.1416
98. H 0.0627
99. H 0.0641